Density functional theory data (ωB97M-V with the def2-TZVPD basis set) for a cluster of 2 separate species, C33H54Br2N4O7PS3 in total.

ORCA input file:
```
! RIJCOSX wB97M-V def2-TZVPD def2/J DEFGRID3
* xyz -1 1
Br -5.431 1.437 4.652
Br -2.749 2.564 4.941
S 1.171 4.643 1.903
S 0.515 -0.720 -1.901
S 2.517 -2.335 -3.472
P -0.840 0.127 2.047
O 1.002 5.835 0.996
O 2.141 4.825 3.038
O 0.375 -0.953 5.358
O -2.705 -4.632 -6.664
O -0.100 1.723 2.170
O -2.456 0.858 1.961
O 2.319 -2.115 3.343
N -2.618 -4.081 -3.826
N 3.254 -0.985 -1.114
N -1.109 -0.169 3.758
N -2.644 4.218 -1.563
C 5.523 -2.234 -1.890
C 6.558 -3.361 -1.530
C 0.603 1.448 5.176
C 3.305 1.363 -2.384
C 2.267 -1.365 -2.136
C -3.346 2.974 3.093
C -1.709 -2.114 -4.943
C -1.536 -3.611 -4.704
C 5.306 -3.938 0.736
C -5.885 3.603 2.746
C -1.801 -1.413 1.322
C -1.724 -1.445 -0.309
C -0.057 0.068 4.704
C -0.965 3.055 0.076
C 4.687 0.926 -0.110
C -4.877 2.371 2.946
C 0.932 -0.662 1.909
C 5.235 2.390 -0.072
C -2.178 -1.083 4.169
C 4.286 -2.834 0.372
C -0.368 -2.049 -0.892
C -0.560 4.174 2.485
C 1.101 -2.124 2.498
C 3.727 0.401 -1.243
C 6.474 -4.233 -0.247
C -1.458 -4.446 -5.998
C -1.740 4.392 -0.364
C 4.795 3.352 -1.225
C -3.135 -3.517 -7.426
C 4.336 -1.967 -0.934
C 3.854 2.840 -2.365
C -0.931 2.826 1.695
C -2.476 2.292 1.930
H -3.440 4.112 2.955
H 0.586 1.481 6.315
H -1.119 -5.453 -5.729
H -2.938 -1.270 1.506
H -1.048 -1.764 -5.741
H -0.664 -2.852 -1.675
H -0.709 -4.044 -6.692
H -3.467 -4.129 -4.389
H -1.523 -2.400 1.808
H -3.802 -3.881 -8.211
H 1.640 0.035 2.508
H -2.299 -2.993 -7.898
H 0.309 -2.578 -0.147
H -2.437 -5.052 -3.576
H 5.143 -4.501 1.728
H 3.431 -2.641 1.098
H -1.230 5.070 2.227
H 7.439 -3.593 -2.236
H -3.712 -2.835 -6.801
H 1.634 3.584 1.091
H -0.611 4.071 3.632
H -3.210 -0.918 3.719
H 5.183 4.430 -1.206
H -2.421 3.347 -2.064
H 5.618 -1.644 -2.868
H -6.991 3.282 2.671
H 0.199 2.376 4.658
H -5.783 4.286 3.669
H 5.920 2.751 0.781
H 7.188 -5.077 0.030
H -2.040 -0.435 -0.772
H -1.015 5.264 -0.598
H 0.214 -2.462 3.163
H -2.312 -0.984 5.317
H -2.571 -2.178 -0.614
H -2.734 -1.841 -5.203
H 5.009 0.257 0.772
H -5.553 4.218 1.838
H -1.814 -2.173 4.017
H -1.457 -1.556 -4.036
H 2.819 -2.954 3.198
H 0.102 3.135 -0.366
H -0.615 0.370 0.618
H -1.480 2.181 -0.470
H 1.327 -0.648 0.836
H -4.977 1.630 2.086
H 3.486 3.530 -3.213
H -2.426 4.808 0.474
H -0.586 -3.744 -4.174
H -3.147 2.486 0.999
H -3.594 4.110 -1.152
H 1.721 1.380 4.878
H 1.268 -2.970 1.746
H 2.606 1.060 -3.227
*
```

Values from the calculation:
Gap between HOMO and LUMO in eV: 6.0
Energy in eV: -237255.5988

***

Density functional theory data (ωB97M-V with the def2-TZVPD basis set) for a structure of composition C4H9N3.

ORCA input file:
```
! RIJCOSX wB97M-V def2-TZVPD def2/J DEFGRID3
* xyz 0 1
N 0.407 -0.427 0.292
N 1.662 -0.707 -0.296
N 1.045 -0.622 2.568
C -1.677 -0.513 -0.905
C 0.223 -0.378 1.625
C -0.189 1.473 -1.192
C -0.663 0.279 -0.377
H 0.581 -0.771 3.466
H 0.464 1.162 -2.010
H -1.675 -1.583 -0.740
H -1.035 1.997 -1.646
H -2.559 -0.088 -1.366
H 0.367 2.165 -0.550
H 1.655 -1.688 -0.569
H -0.952 0.358 1.234
H 2.345 -0.657 0.466
*
```

Values from the calculation:
Gap between HOMO and LUMO in eV: 8.5
Energy in eV: -8759.6883

***

Density functional theory data (ωB97M-V with the def2-TZVPD basis set) for a structure of composition C5H10O2.

ORCA input file:
```
! RIJCOSX wB97M-V def2-TZVPD def2/J DEFGRID3
* xyz 0 1
O -1.311 -1.055 -0.674
O 0.756 0.181 -0.296
C -0.594 0.090 -0.669
C -2.195 1.689 0.579
C -1.416 0.416 0.457
C 2.447 -1.407 -0.471
C 1.307 -0.918 0.395
H 1.655 -0.595 1.390
H -1.235 -0.168 1.348
H 2.040 -1.727 -1.438
H 0.550 -1.700 0.528
H -2.144 2.077 1.609
H 3.146 -0.583 -0.651
H -1.800 2.465 -0.091
H 2.976 -2.240 -0.006
H -3.238 1.517 0.338
H -0.732 0.681 -1.585
*
```

Values from the calculation:
Gap between HOMO and LUMO in eV: 9.4
Energy in eV: -9438.8898

***

Density functional theory data (ωB97M-V with the def2-TZVPD basis set) for a cluster of 2 separate species, C16H21N4OS in total.

ORCA input file:
```
! RIJCOSX wB97M-V def2-TZVPD def2/J DEFGRID3
* xyz 1 1
S -6.026 -2.000 4.418
O 4.210 0.464 -0.388
N -5.919 -0.654 -0.500
N -5.855 0.515 3.108
N -3.953 0.185 1.668
N 6.014 1.569 0.283
C -5.301 0.141 1.787
C -4.012 -1.088 -2.016
C 3.655 2.618 0.499
C 0.499 -2.278 -1.038
C -4.539 -0.646 -0.683
C -1.610 -0.743 -1.216
C -3.612 -0.235 0.384
C 4.556 1.508 0.076
C 0.760 0.240 -0.607
C -6.291 -0.279 0.747
C -2.579 -1.143 -2.301
C 6.710 2.808 -0.160
C -5.895 -0.512 3.803
C -2.138 -0.300 0.061
C -0.051 -0.821 -1.453
C -0.178 -2.853 0.269
H 0.237 1.235 -0.526
H -4.746 -1.408 -2.804
H -1.264 -3.122 0.103
H 0.175 -0.725 -2.557
H 1.602 -2.186 -0.830
H 0.304 -3.014 -1.869
H -1.412 -0.017 0.862
H 2.659 2.439 0.095
H 6.428 3.017 -1.190
H -0.203 -2.010 1.028
H 6.345 0.721 -0.192
H -7.383 -0.273 1.002
H 7.781 2.626 -0.095
H 1.777 0.341 -1.086
H 0.348 -3.745 0.704
H 6.431 3.626 0.501
H 3.602 2.649 1.590
H -2.262 -1.487 -3.319
H 4.013 3.575 0.117
H 0.959 -0.161 0.436
H 6.166 1.424 1.288
*
```

Values from the calculation:
Gap between HOMO and LUMO in eV: 6.4
Energy in eV: -35766.0975

***

- The lowest gap between HOMO and LUMO belongs to which entry?
  C33H54Br2N4O7PS3